This record from the Open Molecules 2025 dataset describes a single C9H16N2O4 molecule in a non-equilibrium geometry. The level of theory is ωB97M-V with the def2-TZVPD basis set.

Geometry as XYZ:
```
31
Properties=species:S:1:pos:R:3:lowdin_charge:R:1
C 1.14214 1.03206 0.06142 -0.26
C -0.20629 0.41710 -0.36084 -0.28
C 1.27060 2.46300 -0.55022 -0.38
C 2.47613 3.27426 -0.09792 -0.02
C -1.81716 -1.51153 -0.32900 -0.11
C -3.21593 -0.78932 -0.07759 -0.47
C -1.73232 -2.82968 0.51891 -0.13
C -0.33371 -2.84927 1.04177 -0.18
C 0.01376 -1.42265 1.27067 -0.15
H 2.96738 0.12186 0.21167 0.09
H 2.41494 0.26633 -1.28798 0.11
H 1.16677 1.04829 1.12724 0.14
H 0.29872 2.82549 -0.30535 0.13
H 0.46407 2.25240 -2.31889 0.10
H 2.43902 3.41372 0.97782 0.08
H 2.45034 4.23280 -0.52956 0.06
H 3.41983 2.74786 -0.39691 0.10
H -1.68718 -1.75199 -1.36615 0.15
H -2.53184 -2.78010 1.24349 0.11
H -1.91987 -3.76168 -0.05300 0.13
H 0.32237 -3.36185 0.25880 0.14
H -0.18361 -3.48162 1.92546 0.12
H -0.36469 -1.11228 2.21489 0.12
H 1.05311 -1.10342 1.16528 0.10
H -2.38963 0.79728 -0.96838 0.07
N 2.11067 0.03830 -0.32318 0.05
N -0.68331 -0.73921 0.20009 0.01
O -0.91535 0.98655 -1.23904 0.01
O 1.37501 2.37880 -1.97173 -0.04
O -4.11171 -1.24150 0.56152 0.12
O -3.29225 0.44001 -0.60327 0.08
```

Output
multiplicity: 1
total charge: 0
orbital gap: 10.131 eV
SMILES: C[C@@H](O)[C@H](N)C(=O)N1CCC[C@H]1C(=O)O


This record from the Open Molecules 2025 dataset describes a single C9H16N2S2 molecule in a non-equilibrium geometry. The level of theory is ωB97M-V with the def2-TZVPD basis set.

Geometry as XYZ:
```
29
Properties=species:S:1:pos:R:3:lowdin_charge:R:1
S -1.47810 -1.61939 -2.89946 0.58
S -3.60472 -0.61335 -1.19888 0.70
C -1.86773 -0.92517 -1.45773 -1.13
C 1.38995 0.89844 3.95655 0.02
C 1.82852 1.92019 3.12794 -0.14
N 1.16031 0.85819 0.95522 -0.16
N -0.86173 -0.49952 -0.51803 -0.14
C 2.19500 1.61378 1.69564 -0.20
C -1.33537 -0.85557 1.91589 -0.03
C 1.56910 0.17736 -0.26462 -0.15
C 0.56894 -0.93478 -0.67838 -0.14
C -0.23587 1.32278 0.97446 -0.12
C -1.22566 0.16301 0.73535 -0.34
H -4.08034 -1.75756 -1.80790 -0.10
H 1.13475 1.10825 5.00639 0.05
H 1.33001 -0.11520 3.63894 0.04
H 1.90764 2.94332 3.46445 0.09
H 2.43412 2.54462 1.20396 0.10
H 3.10962 1.03764 1.70328 0.11
H -0.46416 -1.50638 2.02090 0.07
H -2.22202 -1.49332 1.77381 0.07
H -1.47618 -0.32946 2.85268 0.07
H 1.62536 0.90786 -1.06170 0.11
H 2.53961 -0.26893 -0.15208 0.11
H 0.74004 -1.87769 -0.15980 0.12
H 0.79309 -1.13822 -1.73277 0.07
H -0.46176 1.85655 1.91103 0.13
H -0.38624 1.99032 0.17628 0.10
H -2.21195 0.62905 0.59147 0.10
```

Output
multiplicity: 1
total charge: 0
orbital gap: 8.562 eV
SMILES: C=CCN1CCN(C(=S)S)[C@@H](C)C1


This record from the Open Molecules 2025 dataset describes a gas-phase ion, C9H16N3O2 (charge +1) in a non-equilibrium geometry. The level of theory is ωB97M-V with the def2-TZVPD basis set.

Geometry as XYZ:
```
30
Properties=species:S:1:pos:R:3:lowdin_charge:R:1
C -0.56978 -1.58660 0.05144 0.04
C -1.36139 -0.69401 0.06081 0.01
C 2.26132 1.32624 -0.61301 -0.21
C -1.55859 1.50480 0.58082 -0.43
C -2.49434 0.84523 -1.57047 0.04
C 0.63178 -2.44291 0.28763 -0.14
C 2.70119 0.68712 0.69759 -0.11
C 1.87193 -1.64244 0.02545 -0.13
C -2.29921 0.35901 -0.11715 -0.49
N 2.03413 2.56339 -0.65995 0.15
N -3.60530 -0.02081 0.41614 0.10
N 1.83680 -0.46424 0.96872 0.02
O -2.18967 2.59824 0.82893 0.24
O -0.42922 1.35624 1.07552 0.07
H 2.05888 0.61971 -1.46329 0.13
H -3.11706 1.68691 -1.44179 0.09
H -1.59865 1.13913 -1.94440 0.07
H -2.95718 0.17103 -2.22364 0.09
H 0.71127 -2.81483 1.34209 0.14
H 0.66141 -3.31407 -0.31170 0.11
H 3.72623 0.34325 0.58207 0.14
H 2.56078 1.42740 1.38701 0.10
H 2.82928 -2.09348 0.26467 0.15
H 1.87172 -1.32515 -0.94575 0.09
H 1.84669 2.89685 -1.55960 0.04
H -3.97611 -0.69572 -0.26475 0.11
H -3.06379 2.51079 0.59181 0.09
H -3.65730 -0.38768 1.40477 0.13
H 1.90402 -0.83923 1.95934 0.21
H 0.79446 -0.07511 1.04523 0.16
```

Output
multiplicity: 1
total charge: +1
orbital gap: 10.284 eV
SMILES: [H]/N=C/C[NH2+]CCC#C[C@@](C)(N)C(=O)O


This record from the Open Molecules 2025 dataset describes a single C9H16N4O5 molecule in a non-equilibrium geometry. The level of theory is ωB97M-V with the def2-TZVPD basis set.

Geometry as XYZ:
```
34
Properties=species:S:1:pos:R:3:lowdin_charge:R:1
C -1.47364 1.75115 -0.15968 -0.27
C -0.49902 1.16499 0.84995 -0.38
C -2.11233 0.57776 -0.95807 -0.16
C -2.78113 -0.39664 -0.06334 -0.14
C -1.87431 -1.56363 0.25159 -0.53
C 1.85079 0.23728 1.06725 -0.18
C 3.15353 0.73729 0.53431 -0.48
C 1.88285 -1.32990 0.82111 -0.03
C 2.13866 -1.61105 -0.59484 -0.51
H -0.46178 3.49774 -0.74372 0.06
H -1.51694 2.95363 -1.87249 0.12
H -2.31159 2.29867 0.38773 0.17
H -2.99139 0.98119 -1.58630 0.14
H -1.52764 -0.00078 -1.67454 0.11
H -3.67802 -0.86809 -0.44977 0.13
H -3.03528 0.07767 0.88258 0.11
H -1.05810 -2.57729 1.95449 0.13
H -1.62624 -0.94512 2.15273 0.06
H 0.86321 1.33565 -0.59479 0.13
H 1.75008 0.37077 2.15099 0.17
H 0.86760 -1.83248 1.03869 0.13
H 2.60312 -1.84249 1.50507 0.15
H 1.45136 -1.35911 -2.35911 0.07
H 0.33428 -1.31141 -1.29445 0.05
H 2.63085 0.77332 -1.32932 0.11
N -0.77631 2.64674 -1.15869 0.03
N -1.67229 -1.80056 1.60428 0.15
N 0.78100 0.93851 0.37868 0.10
N 1.23955 -0.96380 -1.51542 0.16
O -0.90108 0.73794 1.96919 -0.01
O -1.57843 -2.36731 -0.63980 0.02
O 4.17615 0.70345 1.18563 0.14
O 2.99118 -2.33415 -1.04479 0.12
O 3.16132 1.32002 -0.69513 0.10
```

Output
multiplicity: 1
total charge: 0
orbital gap: 10.488 eV
SMILES: NC(=O)CC[C@H](N)C(=O)N[C@@H](CC(N)=O)C(=O)O


HOMO level for every record listed, in sequence, given in eV: -9.63 -8.13 -13.09 -10.07.
E_LUMO for every record listed, in sequence, given in eV: 0.506 0.434 -2.802 0.417.
Energy relative to the best compared isomer or geometry (same formula, charge and spin) for every record listed, in sequence, given in kJ/mol: 63.9 17.5 347.0 179.3.